Record 1
# C18H43NO4Ti

C18H43NO4Ti as an isolated structure (ωB97M-V with the def2-TZVPD basis set, OMol25).

Last column: Mulliken charge in e.
CARTESIAN COORDINATES (ANGSTROEM)
Ti1 -1.03684 -0.45255 -0.08863  1.01
O1 2.86299 1.74098 -1.39271  -0.41
O2 -1.00978 -5.95556 -0.56685  -0.56
O3 -4.63190 0.27059 -3.58913  -0.57
O4 -2.91550 0.06918 4.55849  -0.55
N1 3.16092 2.06044 -0.06146  -0.08
C1 -3.92081 0.69093 5.38653  0.55
C2 -4.78425 0.34331 -5.03641  0.51
C3 -3.42605 0.75053 6.82435  -1.34
C4 -4.36077 2.06167 4.83070  -1.16
C5 5.63616 1.73021 -0.34532  -1.42
C6 4.11696 -0.16618 0.22403  -1.90
C7 4.51567 1.57894 1.91759  -1.29
C8 -0.07366 -7.88813 -1.57738  -1.35
C9 3.96005 4.39287 -0.50745  -1.68
C10 1.62061 3.87946 -0.25421  -1.87
C11 4.33955 3.05832 2.40356  -0.68
C12 4.37078 1.31786 0.39548  1.67
C13 -1.14362 -6.78636 -1.70937  0.48
C14 -2.57512 -7.26566 -1.88355  -1.21
C15 -5.17991 -1.04976 -5.41043  -1.23
C16 -3.42769 0.78784 -5.63157  -1.23
C17 2.98574 3.47318 0.22916  1.80
C18 3.07560 3.59908 1.78525  -1.30
H1 -3.02659 -0.17706 7.23436  0.41
H2 -2.69136 -8.20611 -1.34489  0.28
H3 -2.80278 -7.41756 -2.93864  0.33
H4 -4.52508 1.99986 3.75493  0.30
H5 -4.24687 1.04938 7.47632  0.33
H6 -5.26863 -1.15246 -6.49195  0.35
H7 6.19525 2.51179 0.16914  0.36
H8 4.93562 4.41115 -0.02161  0.36
H9 -3.55556 0.82416 -6.71344  0.36
H10 4.27284 3.07679 3.49136  0.39
H11 0.95244 -7.52203 -1.54283  0.34
H12 -0.88152 -6.10597 -2.51960  0.24
H13 4.09368 4.40443 -1.58917  0.37
H14 5.46177 2.11004 -1.35201  0.18
H15 -0.27429 -8.50362 -0.70045  0.40
H16 5.57311 1.44941 2.14813  0.34
H17 -5.47832 1.16040 -5.23329  0.21
H18 -0.81509 -6.56480 0.14907  0.34
H19 -3.09977 1.77246 -5.29827  0.31
H20 -6.06862 -1.40296 -4.88741  0.36
H21 5.23777 3.60174 2.11031  0.31
H22 3.62529 2.13772 -1.82060  0.38
H23 -2.66558 0.04263 -5.40363  0.30
H24 3.63359 5.42461 -0.37696  0.42
H25 -4.43845 -1.79884 -5.13259  0.33
H26 -4.79950 0.04637 5.36283  0.14
H27 -3.27480 -6.54371 -1.46246  0.35
H28 -3.64263 2.84526 5.07226  0.31
H29 6.22034 0.81092 -0.38689  0.48
H30 -0.09302 -8.56418 -2.43218  0.36
H31 1.67338 4.16477 -1.30488  0.39
H32 -5.38732 -0.06419 -3.10038  0.30
H33 -5.32537 2.33766 5.25670  0.34
H34 -2.69055 1.55497 6.82154  0.35
H35 4.94290 -0.75250 0.62672  0.47
H36 2.82187 4.61211 2.09746  0.45
H37 3.98732 -0.39095 -0.83463  0.39
H38 3.34330 -0.71192 0.76412  0.35
H39 2.29221 2.98366 2.22761  0.38
H40 3.93459 0.89144 2.53225  0.44
H41 -2.37515 -0.54356 5.06266  0.31
H42 1.26701 4.79624 0.21759  0.44
H43 0.80343 3.16124 -0.18726  0.27

F_max = 0.0450 Eh/bohr
E_tot = -52145.5358 eV
Highest occupied orbital energy (spin up / spin down) = -10.8 / -10.8 eV
Multiplicity = 4
Molar mass = 385.41 g/mol
Charge = +1
Orbital gap (spin up / spin down) = 5.2439 / 6.2334 eV

---

Record 2
# C18H44Br2GaN6O2P2

C18H44Br2GaN6O2P2 as an isolated structure (ωB97M-V with the def2-TZVPD basis set, OMol25).

Last column: Mulliken charge in e.
CARTESIAN COORDINATES (ANGSTROEM)
Br1 0.45741 -3.87614 0.90896  -0.31
Br2 -0.35048 -8.06589 2.80092  -0.20
Ga1 2.46765 -6.10179 2.57836  0.17
P1 3.11870 -0.29731 -0.64088  1.06
P2 -3.47119 2.80317 -0.75167  1.01
O1 -2.04140 3.00486 -1.18967  -0.95
O2 3.66178 -1.66837 -0.96518  -0.89
N1 3.87323 -0.18714 0.92605  0.23
N2 4.06024 0.61837 -1.76396  0.08
N3 2.04367 1.05066 -0.25170  0.16
N4 -4.26309 2.83638 -2.27484  0.08
N5 -3.69008 4.34655 0.02447  0.15
N6 -4.84391 2.11486 0.11804  0.10
C1 -0.47192 -6.37278 1.89259  0.24
C2 5.27871 0.17071 1.00758  -1.07
C3 -2.61436 4.66671 0.95519  -1.19
C4 -5.67975 3.09084 -2.45066  -0.96
C5 4.33196 2.03550 -1.63476  -0.96
C6 -1.84227 -6.04200 1.36404  -1.16
C7 0.74033 0.88673 -0.94056  -1.14
C8 -5.35857 2.70624 1.35471  -0.93
C9 0.60218 -5.59735 1.79926  0.16
C10 3.82288 0.29501 -3.16556  -1.11
C11 -4.00101 5.50424 -0.79862  -1.01
C12 4.99585 -6.14290 1.12946  -0.48
C13 5.75724 -7.04284 0.87200  -0.26
C14 1.77487 1.45698 1.12764  -0.98
C15 3.61358 -1.36217 1.76251  -1.32
C16 -4.63115 0.66555 0.35351  -1.08
C17 -3.83254 1.80122 -3.21212  -1.08
C18 3.98425 -5.17140 1.53143  -0.30
H1 -6.29335 2.19532 -2.28526  0.32
H2 3.60026 -4.60613 0.67734  0.21
H3 4.25111 -2.20966 1.49527  0.45
H4 3.77985 -1.11988 2.81596  0.43
H5 6.25159 -7.97748 0.76410  0.41
H6 -5.55332 0.18914 0.68652  0.36
H7 -4.60456 2.77850 2.14269  0.29
H8 -1.82630 -5.15652 0.73116  0.31
H9 -4.11452 2.06620 -4.23301  0.36
H10 -2.94552 5.43102 1.66330  0.37
H11 4.48773 -4.46103 2.19783  0.16
H12 -1.71555 5.02895 0.44375  0.33
H13 3.50534 2.66052 -2.00135  0.30
H14 -4.27447 0.82356 -2.97342  0.34
H15 5.22538 2.28014 -2.21718  0.34
H16 -3.85112 0.48324 1.09775  0.36
H17 2.89012 0.74510 -3.53856  0.32
H18 -6.04423 3.87347 -1.78999  0.26
H19 -5.85314 3.43580 -3.47340  0.35
H20 1.36315 0.65042 1.74038  0.31
H21 -5.77787 3.69012 1.17066  0.27
H22 -2.74872 1.69222 -3.19783  0.28
H23 -4.33157 0.17116 -0.57541  0.30
H24 4.64828 0.64944 -3.78793  0.37
H25 -6.18004 2.08621 1.72533  0.40
H26 5.90846 -0.41537 0.32611  0.30
H27 0.89632 0.66763 -2.00201  0.32
H28 -5.03134 5.47023 -1.15558  0.23
H29 0.15896 0.06505 -0.50945  0.27
H30 2.73009 -7.68018 2.45250  -0.25
H31 -3.92903 6.41614 -0.20252  0.40
H32 -3.33218 5.60436 -1.66265  0.28
H33 5.64322 0.01840 2.02547  0.39
H34 -2.56071 -5.85754 2.16943  0.26
H35 2.57719 -1.68958 1.66451  0.24
H36 5.43059 1.23229 0.79905  0.23
H37 -2.33118 3.78545 1.53756  0.37
H38 -2.22972 -6.86044 0.74737  0.30
H39 2.51877 -5.74715 4.14904  -0.25
H40 0.14934 1.80113 -0.88810  0.44
H41 2.67196 1.84250 1.60206  0.28
H42 4.53927 2.32373 -0.60735  0.26
H43 3.75573 -0.78339 -3.30661  0.29
H44 1.05290 2.28040 1.11592  0.40

F_max = 0.1320 Eh/bohr
E_tot = -243450.0827 eV
Highest occupied orbital energy = -4.7 eV
Multiplicity = 1
Molar mass = 668.07 g/mol
Charge = -1
Orbital gap = 6.1610 eV

---

Record 3
# C18H44F12N5O10

A 10-piece molecular cluster, C18H44F12N5O10 overall (ωB97M-V with the def2-TZVPD basis set, OMol25).

Last column: Mulliken charge in e.
CARTESIAN COORDINATES (ANGSTROEM)
F1 -0.76049 -5.53254 4.38964  -0.23
F2 7.73152 -2.75785 -1.54134  -0.24
F3 -5.11110 4.93330 -4.55277  -0.24
F4 1.33474 -4.96412 3.86673  -0.20
F5 -4.77937 3.45900 -6.04846  -0.20
F6 1.24935 3.87055 4.41855  -0.25
F7 0.35682 -6.72107 3.01546  -0.19
F8 8.10681 -0.92975 -0.97719  -0.24
F9 2.81969 2.78926 5.53088  -0.22
F10 3.37716 4.22076 4.19312  -0.20
F11 7.05864 -2.09579 0.46738  -0.23
F12 -3.75516 5.41355 -6.00216  -0.21
O1 -2.51470 -1.19712 -0.59589  -0.98
O2 3.43681 2.50157 2.19444  -0.26
O3 5.79237 -0.82078 -2.57208  -0.55
O4 -0.28635 -3.39998 2.32885  -0.68
O5 -0.74241 -5.37904 1.11018  -0.20
O6 2.08057 1.04475 3.37496  -0.59
O7 -3.28042 2.63480 -3.82594  -0.70
O8 4.79042 -1.84496 -0.85291  -0.18
O9 -1.87448 4.42092 -4.42520  -0.27
O10 -0.60854 1.21355 0.83005  -0.43
N1 -4.31867 0.58713 -2.31951  -0.12
N2 -1.16077 3.79737 1.93516  -0.28
N3 -3.64383 -2.40207 1.62214  -0.14
N4 -3.54188 1.27618 1.05045  -0.09
N5 -0.40719 -0.79433 2.90220  -0.01
C1 3.43449 1.70754 1.04314  0.54
C2 -3.09410 3.69784 -4.49767  0.41
C3 -0.83576 3.80442 -3.65267  -0.52
C4 0.17257 -5.50261 3.39438  0.78
C5 -1.28269 -5.90302 -1.11230  -1.47
C6 2.49347 3.30742 4.37169  0.79
C7 -4.20931 4.36724 -5.31295  0.83
C8 -0.96674 -4.80671 -0.17211  0.87
C9 2.69987 -2.50614 -0.24469  -0.68
C10 7.20845 -1.80826 -0.82898  0.90
C11 -0.39377 0.46798 -0.36377  -0.16
C12 -1.13431 -0.95919 -0.59034  0.57
C13 4.30951 2.38281 0.00638  -1.39
C14 5.86353 -1.43384 -1.49626  0.38
C15 3.41409 -1.68346 -1.28547  -0.27
C16 2.60869 2.16437 3.22407  0.33
C17 -0.96904 4.07716 -2.19217  -0.79
C18 -0.36049 -4.66650 2.21181  0.34
H1 -3.82257 -0.08804 -1.75549  0.06
H2 3.21301 -1.98661 -2.31297  0.43
H3 -5.15880 0.63774 -1.76118  0.47
H4 0.07218 4.22294 -4.08693  0.43
H5 -1.36862 -0.49020 2.84527  0.29
H6 -0.05013 4.01545 -1.60916  0.40
H7 -0.53579 1.03464 -1.28400  0.07
H8 -1.37853 5.05734 -1.94788  0.49
H9 -1.74313 3.42272 -1.79145  -0.01
H10 -2.12727 -6.46004 -0.70671  0.37
H11 2.90236 -2.15424 0.76687  0.32
H12 5.25749 2.56083 0.51408  0.42
H13 -3.97825 1.86508 0.35555  0.34
H14 -0.67471 -1.59848 -1.34412  0.69
H15 4.47512 1.72742 -0.84868  0.34
H16 -0.44725 -6.48791 -1.49708  0.36
H17 1.64100 -2.73308 -0.36871  -0.12
H18 0.02779 -0.13466 2.27312  -0.04
H19 -0.30156 -1.75912 2.62271  0.33
H20 2.42481 1.71805 0.63259  -0.26
H21 -0.69545 -1.45390 0.27613  -0.47
H22 -3.96388 1.53071 -2.38168  0.32
H23 -3.27628 -3.27024 1.98447  0.31
H24 -4.15301 0.48128 1.17186  0.38
H25 -0.01874 -0.60581 3.81525  0.49
H26 -1.81481 3.23019 2.45539  0.26
H27 -3.23229 -1.96070 0.81224  0.00
H28 3.12668 -3.50598 -0.16565  0.53
H29 -1.86749 -5.51750 -1.94746  0.42
H30 -0.65661 3.08746 1.42336  0.19
H31 0.67209 0.38985 -0.57812  -0.03
H32 -4.48833 0.17174 -3.22437  0.40
H33 -0.05717 -4.28461 -0.46908  -0.07
H34 -3.48859 -1.82070 2.43332  0.36
H35 -4.60501 -2.44328 1.31468  0.44
H36 -2.61289 1.00389 0.76244  -0.06
H37 3.00859 -0.68765 -1.10645  -0.06
H38 -0.59038 4.46347 2.43622  0.35
H39 -3.52500 1.72770 1.95374  0.41
H40 3.87207 0.74487 1.30750  0.33
H41 -0.70374 2.73262 -3.80072  0.29
H42 -1.77345 -4.07372 -0.16549  -0.23
H43 -1.75016 4.35191 1.33084  0.41
H44 3.85897 3.30805 -0.35284  0.34

F_max = 0.0940 Eh/bohr
E_tot = -79868.7950 eV
Highest occupied orbital energy (spin up / spin down) = -17.8 / -17.8 eV
Multiplicity = 2
Molar mass = 718.55 g/mol
Charge = +4
Orbital gap (spin up / spin down) = 4.8118 / 2.5101 eV